{"formula": "C30H34F9N5OScSeSi4Te", "method": "ωB97M-V/def2-TZVPD", "species": ["Sc", "C", "Si", "C", "C", "Si", "Te", "Si", "C", "C", "C", "Si", "C", "C", "C", "H", "H", "H", "H", "H", "H", "H", "H", "H", "H", "H", "H", "H", "H", "H", "H", "H", "H", "H", "H", "H", "H", "H", "H", "H", "H", "H", "F", "C", "C", "F", "C", "C", "C", "F", "C", "C", "C", "N", "C", "N", "F", "C", "C", "N", "C", "N", "C", "N", "C", "C", "O", "H", "H", "H", "H", "H", "H", "H", "F", "C", "C", "F", "C", "F", "C", "Se", "C", "F", "C", "F"], "xyz": [[-1.761569, 0.969637, 0.890682], [5.349695, 2.174092, 0.707477], [3.502501, 2.313094, 0.369233], [3.026430, 3.343521, -1.126409], [2.420627, 2.706455, 1.861923], [2.912674, -0.144617, -0.541502], [0.426411, 0.058303, -0.567599], [3.396093, -0.351607, -2.899783], [5.263703, -0.388167, -3.190357], [2.586304, -2.010797, -3.315757], [2.552735, 1.040951, -3.866246], [3.626824, -1.515522, 1.359336], [5.493439, -1.721283, 1.163130], [2.691957, -3.154307, 1.252768], [3.061099, -0.593120, 2.906883], [5.806667, 3.165869, 0.725799], [5.847293, 1.594011, -0.069507], [5.551130, 1.699732, 1.667683], [3.159788, 4.409620, -0.925763], [1.975192, 3.183654, -1.360003], [3.615349, 3.093925, -2.008223], [2.187713, 3.773940, 1.857956], [2.898202, 2.474271, 2.813419], [1.472143, 2.170049, 1.820573], [5.730289, -1.223403, -2.667487], [5.743584, 0.529320, -2.848572], [5.489742, -0.499961, -4.251767], [3.082393, -2.844296, -2.817756], [2.601960, -2.210248, -4.388153], [1.546988, -1.999419, -2.983609], [3.194033, 1.913754, -3.984630], [1.646114, 1.358375, -3.347479], [2.263567, 0.711812, -4.865220], [5.744300, -2.061949, 0.158020], [5.890704, -2.456808, 1.864200], [6.024738, -0.785765, 1.338606], [3.154890, -3.858399, 0.561005], [1.664155, -2.990350, 0.924732], [2.655810, -3.629860, 2.235050], [3.693060, 0.264448, 3.137575], [3.052056, -1.244407, 3.781806], [2.040303, -0.232849, 2.761249], [-2.446940, -1.072067, 1.176870], [-2.704436, -2.295122, 1.780310], [-3.751481, -2.984805, 1.241035], [-4.379979, -2.404707, 0.217379], [-4.132770, -4.247391, 1.733446], [-3.311953, -4.716207, 2.792683], [-2.253699, -4.007001, 3.307140], [-1.547723, -4.538864, 4.294235], [-1.896470, -2.729089, 2.834088], [-0.816479, -1.931251, 3.364271], [-0.766809, -0.604504, 3.041750], [-0.779898, 0.504697, 2.657857], [0.212047, -2.440658, 4.198184], [1.107633, -2.799967, 4.825261], [-3.568983, -5.903613, 3.312130], [-5.238206, -4.967524, 1.213744], [-5.653183, -6.235221, 1.678220], [-6.052857, -7.265168, 2.006514], [-6.031740, -4.458526, 0.158524], [-6.683102, -4.041999, -0.696247], [-2.867722, -0.125016, -3.307211], [-4.093882, -0.029422, -2.528424], [-5.325197, -0.471443, -3.172913], [-4.089725, 0.357240, -1.281237], [-3.063533, 0.699992, -0.646541], [-2.966777, 0.459388, -4.221479], [-2.668853, -1.163330, -3.573821], [-2.029739, 0.266915, -2.735247], [-5.271313, -0.267584, -4.239124], [-6.186710, 0.048955, -2.759592], [-5.472158, -1.542711, -3.027905], [-5.066492, 0.366770, -0.789986], [-4.540240, 7.316729, 0.671816], [-3.658062, 6.348767, 0.476194], [-3.942612, 5.060325, 0.902521], [-5.105741, 4.774042, 1.478091], [-2.993925, 4.081540, 0.696408], [-3.223441, 2.803429, 1.173670], [-1.798229, 4.314659, 0.052830], [-0.646116, 2.866995, -0.327651], [-1.539783, 5.606710, -0.382215], [-0.390195, 5.852698, -1.005714], [-2.453212, 6.623170, -0.161502], [-2.190361, 7.858502, -0.561604]], "forces_ev_per_angstrom": [[-0.01, 1.08, -0.65], [-0.31, 0.11, -0.04], [-0.52, -0.94, -0.43], [0.24, 0.00, 0.23], [0.25, -0.01, -0.12], [0.26, 0.98, 0.73], [0.87, -1.09, -0.81], [-0.08, -0.31, 0.02], [-0.32, 0.02, 0.16], [0.15, 0.26, 0.00], [0.08, -0.15, 0.31], [-0.30, -0.03, -0.21], [-0.27, 0.08, 0.10], [0.17, 0.18, -0.01], [0.20, -0.08, -0.27], [-0.01, 0.05, 0.00], [0.01, 0.00, -0.06], [-0.06, -0.03, 0.03], [0.03, 0.03, 0.05], [-0.01, 0.00, 0.00], [0.07, -0.04, 0.02], [0.00, 0.03, -0.04], [0.08, -0.04, -0.04], [0.04, 0.01, -0.05], [-0.01, -0.04, 0.04], [0.00, 0.06, 0.01], [-0.07, 0.00, -0.06], [0.06, 0.01, 0.06], [0.00, 0.03, -0.06], [-0.05, -0.01, -0.05], [0.05, 0.00, 0.05], [-0.04, 0.03, -0.03], [0.05, -0.13, -0.01], [-0.04, -0.03, -0.05], [-0.07, -0.04, 0.07], [-0.02, 0.06, 0.00], [0.04, 0.04, -0.07], [-0.03, 0.03, 0.02], [0.04, 0.03, 0.06], [0.02, 0.04, -0.05], [0.05, -0.12, -0.05], [0.00, 0.04, -0.02], [-0.31, -0.70, 0.06], [0.02, -0.03, 0.10], [0.09, 0.07, 0.02], [-0.13, -0.05, -0.03], [0.22, 0.18, 0.11], [-0.08, -0.08, -0.15], [0.10, 0.20, -0.08], [-0.04, -0.08, 0.09], [-0.08, 0.11, -0.09], [-0.16, -0.36, 0.13], [0.15, 0.44, -0.17], [-0.10, -0.20, 1.00], [0.24, -0.03, 0.01], [-0.05, -0.02, 0.03], [0.00, -0.04, 0.07], [-0.03, -0.08, -0.05], [0.00, -0.18, 0.14], [0.03, 0.02, 0.00], [-0.11, 0.20, -0.19], [0.02, -0.03, 0.01], [0.35, 0.09, -0.07], [0.14, 0.06, -0.03], [-0.35, -0.23, 0.05], [-0.23, -0.09, -0.03], [-0.32, -0.25, -0.01], [-0.09, -0.02, 0.02], [-0.07, -0.02, 0.04], [-0.05, -0.04, 0.03], [0.05, 0.09, 0.03], [0.06, 0.05, 0.03], [0.08, 0.00, -0.04], [0.02, 0.06, -0.04], [-0.03, 0.03, 0.00], [0.06, -0.03, -0.08], [-0.07, -0.19, 0.05], [0.00, 0.06, 0.10], [0.34, 0.32, -0.08], [-0.12, -0.06, 0.17], [-0.50, 0.11, 0.07], [0.57, 0.70, -0.13], [-0.08, -0.34, 0.22], [-0.07, 0.23, -0.05], [0.04, 0.02, -0.01], [-0.03, 0.03, -0.01]], "mulliken_charge": [-0.123, -1.059, 0.153, -0.662, -0.499, -0.094, -0.179, 0.803, -1.131, -1.045, -0.945, 0.433, -1.099, -1.043, -0.540, 0.438, 0.310, 0.284, 0.419, 0.048, 0.209, 0.401, 0.424, -0.140, 0.316, 0.319, 0.396, 0.312, 0.402, 0.251, 0.318, 0.191, 0.414, 0.312, 0.403, 0.283, 0.356, 0.231, 0.434, 0.305, 0.453, -0.194, 0.618, -0.114, 0.169, -0.194, 0.115, 0.007, 0.119, -0.324, 0.536, 0.723, 0.493, -0.573, -0.509, -0.580, -0.300, 0.835, -0.126, -0.472, -0.023, -0.574, -0.745, 0.210, -0.905, 0.114, -0.402, 0.368, 0.354, 0.038, 0.305, 0.359, 0.362, 0.473, -0.276, 0.623, -0.190, -0.287, 0.101, -0.141, -0.076, 0.170, 0.273, -0.281, 0.132, -0.271], "relative_energy_kcal_mol": 24.6, "e_tot_ev": -190462.0714, "charge": 1, "orbital_gap_ev": [5.09, 5.40], "homo_ev": [-10.459, -10.487], "lumo_ev": [-5.37, -5.09]}